Record 1
Computed, not measured: one molecule with the formula C2H2N4O, with ωB97M-V/def2-TZVPD.

Summary:
SMILES string: [H]/N=c1/cnonn1
HOMO, eV: -9.992
Energy relative to the best compared isomer or geometry (same formula, charge and spin), kcal per mole: 92.1
Frontier orbital gap, eV: 9.3010
2S+1: 1

Element x y z (Å)
H: -0.75081 2.35290 0.35398
N: -0.90116 1.38966 0.84705
C: -0.20433 0.57782 0.28507
C: -0.27677 -0.79531 0.64867
N: 0.20051 -1.87389 -0.00091
O: 0.97958 -1.47952 -1.20050
N: 0.90161 -0.16254 -1.59944
N: 0.68501 0.89677 -0.93764
H: -0.63364 -0.90589 1.60372

Cartesian forces (eV/Å) of the 6 atoms listed first:
H -0.422 -1.820 1.284
N -1.614 5.121 0.397
C 3.708 -1.342 -3.644
C 2.697 -3.919 -3.018
N 0.001 3.820 1.228
O -3.057 0.930 1.942

Löwdin population analysis, charges in e, atoms 1 to 2:
1 H 0.12
2 N 0.17



Record 2
Computed, not measured: a 11-piece molecular cluster, C32H88F3N6O12 overall, with ωB97M-V/def2-TZVPD.

Summary:
HOMO (alpha / beta), eV: 2.149 / -3.508
Total charge: -2
Frontier orbital gap (alpha / beta), eV: 1.6276 / 7.2450
2S+1: 2

Element x y z (Å)
C: 2.04037 0.64397 -0.46860
O: 1.29782 1.77765 0.04669
O: 2.76553 0.16533 0.71013
C: 1.07473 -0.22101 -1.32982
F: 0.61852 0.58159 -2.24788
F: 1.62802 -1.29837 -1.87032
F: 0.06483 -0.67402 -0.61090
C: 1.30157 2.92641 -0.70436
C: 1.23475 4.11366 0.14668
H: 1.33947 5.00198 -0.47623
H: 0.26074 4.25080 0.61638
H: 2.02003 4.27713 0.88472
H: 0.43200 2.99431 -1.35808
H: 2.11742 3.03116 -1.41956
H: 2.72447 1.06461 -1.20560
C: -0.79480 5.31883 -3.61702
O: 0.23914 4.36307 -3.64898
H: -0.85008 6.12259 -4.35119
H: -1.76846 4.83427 -3.54429
H: -0.57868 5.80280 -2.66457
H: -0.20658 3.56239 -3.93507
C: 5.39866 -1.29531 -1.30963
O: 5.45740 -0.75820 0.01367
H: 6.42795 -1.61891 -1.46434
H: 4.61943 -1.99021 -1.62271
H: 5.30556 -0.45445 -1.99693
H: 4.56184 -0.47543 0.21273
C: 4.56179 2.74825 2.44468
O: 3.30934 2.12795 2.80114
H: 4.88424 2.51586 1.42974
H: 4.41098 3.82029 2.57153
H: 5.23778 2.42821 3.23760
H: 2.90384 1.74813 2.01826
C: -2.92973 5.57451 1.29064
O: -3.60326 4.41375 0.90578
H: -2.88887 5.66585 2.37604
H: -1.88807 5.42814 1.00494
H: -3.34659 6.44632 0.78639
H: -3.71344 4.39104 -0.04761
C: 5.73822 3.38465 -3.42678
C: 4.33302 3.61719 -4.11856
C: 3.51088 2.33020 -4.39671
O: 4.28214 1.62252 -5.39072
C: 3.81299 0.30113 -5.66547
N: 3.59582 4.54593 -3.31364
H: 6.41514 2.79404 -4.04409
H: 5.69291 2.96506 -2.42179
H: 6.17394 4.37870 -3.32624
H: 4.51574 4.09629 -5.08042
H: 2.59359 2.63841 -4.89840
H: 3.38725 1.71252 -3.50717
H: 3.90490 -0.25794 -4.73429
H: 4.47562 -0.20472 -6.36772
H: 2.81565 0.32233 -6.10474
H: 4.01655 4.45052 -2.40041
H: 2.62996 4.32924 -3.11299
C: -4.50025 1.16193 5.83287
C: -3.20974 0.91602 5.04244
C: -3.06200 1.38059 3.50312
O: -1.75217 1.00568 3.12844
C: -1.33423 1.12232 1.75156
N: -2.14192 1.60487 5.76168
H: -5.32493 0.61159 5.37997
H: -4.79329 2.20295 5.96885
H: -4.39590 0.83768 6.86828
H: -3.10262 -0.16676 4.97759
H: -3.15329 2.43072 3.22567
H: -3.91350 0.98408 2.95010
H: -1.68635 2.03138 1.26399
H: -1.82671 0.29539 1.23994
H: -0.24776 1.05937 1.69069
H: -1.32053 1.44680 5.19562
H: -2.16902 2.61438 5.74565
C: -5.29164 -4.86487 0.47442
C: -5.13101 -3.63776 1.35705
C: -4.85006 -2.27068 0.58136
O: -3.68319 -2.28175 -0.15817
C: -3.49901 -1.20599 -1.11253
N: -6.21569 -3.47405 2.39525
H: -6.34082 -4.91950 0.18400
H: -4.93120 -5.75974 0.98175
H: -4.71526 -4.82719 -0.44995
H: -4.18505 -3.78629 1.87781
H: -4.83280 -1.54495 1.39446
H: -5.74283 -2.22769 -0.04251
H: -2.48687 -1.39261 -1.47147
H: -3.43958 -0.22953 -0.63179
H: -4.22285 -1.24190 -1.92670
H: -5.76414 -3.29347 3.28046
H: -6.63817 -4.37813 2.55098
C: 4.65176 -4.68005 1.65970
C: 3.66798 -3.56485 1.22203
C: 2.28155 -4.02827 1.04995
O: 2.03971 -5.31032 0.39062
C: 2.30185 -5.50956 -1.01135
N: 3.74758 -2.50321 2.21188
H: 4.25777 -5.32586 2.44443
H: 5.39102 -4.13430 2.24599
H: 5.17074 -5.27270 0.90636
H: 3.98292 -3.05760 0.31010
H: 1.72171 -3.19150 0.63223
H: 1.82785 -4.19895 2.02622
H: 1.69575 -4.73727 -1.48496
H: 2.14774 -6.50158 -1.43592
H: 3.30530 -5.22798 -1.33057
H: 3.64566 -1.64775 1.68471
H: 4.67200 -2.52793 2.61798
C: -3.03187 2.29184 -5.19469
C: -1.98374 1.48420 -4.47722
C: -2.15939 -0.10129 -4.73857
O: -2.14622 -0.35069 -6.11543
C: -2.53747 -1.61670 -6.64446
N: -0.73912 1.99853 -4.97725
H: -3.03006 1.95044 -6.22984
H: -2.65737 3.29575 -4.99468
H: -4.03549 2.24255 -4.77229
H: -2.11112 1.67345 -3.41136
H: -3.13217 -0.38202 -4.33485
H: -1.47934 -0.70468 -4.13728
H: -1.61357 -2.12973 -6.91149
H: -3.10250 -1.35523 -7.53915
H: -3.07603 -2.23861 -5.92942
H: -0.94795 2.18509 -5.94765
H: -0.18659 1.15343 -4.95272
C: -0.89668 -3.96105 7.03138
C: -0.35762 -3.27118 5.82351
C: -1.34144 -2.87129 4.70980
O: -0.69041 -2.36736 3.53175
C: -1.63844 -2.34569 2.40880
N: 0.44387 -2.24578 6.38388
H: -0.99477 -3.22405 7.82845
H: -0.33543 -4.82785 7.38032
H: -1.87603 -4.32874 6.72513
H: 0.20295 -4.06937 5.33693
H: -2.07972 -2.17339 5.10475
H: -1.83102 -3.81404 4.46561
H: -1.05281 -2.02087 1.54878
H: -2.43402 -1.62845 2.61057
H: -1.98224 -3.37841 2.35042
H: 0.81593 -2.58419 7.25975
H: -0.15004 -1.44908 6.56454

Cartesian forces (eV/Å) of the 6 atoms listed first:
C 2.421 0.140 3.966
O 0.054 -1.510 -0.155
O -1.718 -0.090 -3.909
C 1.514 0.360 3.398
F -0.997 0.639 -2.138
F 0.710 -0.475 -0.905

Löwdin population analysis, charges in e, atoms 1 to 2:
1 C -0.33
2 O -0.10



Record 3
Computed, not measured: C22H65Cu3NO14P as an isolated structure, with ωB97M-V/def2-TZVPD.

Summary:
HOMO, eV: -9.236
Energy relative to the best compared isomer or geometry (same formula, charge and spin), kcal per mole: 0.0
Frontier orbital gap, eV: 8.3987
2S+1: 1

Element x y z (Å)
Cu: -4.85052 -7.85586 -12.00421
Cu: -3.38162 -4.61098 -10.59706
Cu: -3.56329 -6.60710 -6.72297
P: -3.84394 -7.01609 -9.42128
O: -3.04795 -7.86887 -10.42905
O: -2.95967 -5.92057 -8.78085
O: -4.58677 -7.79376 -8.32093
O: -4.78742 -6.21970 -10.37325
C: -8.60239 -5.41994 -13.09291
C: -7.67998 -5.98439 -12.00902
O: -6.47468 -5.22412 -12.07851
H: -8.91803 -4.42537 -12.77286
H: -9.51831 -5.98586 -13.27321
H: -8.12089 -5.33235 -14.06667
H: -7.55530 -7.05209 -12.22455
H: -8.11761 -5.77581 -11.03235
H: -5.88184 -5.55682 -11.39433
C: 1.61707 -6.29190 -7.06875
C: 0.49946 -6.08513 -8.07311
O: -0.74583 -6.43527 -7.47594
H: 2.57635 -6.25314 -7.58490
H: 1.48495 -7.24561 -6.55704
H: 1.63658 -5.54378 -6.27411
H: 0.61860 -6.77814 -8.90996
H: 0.40541 -5.04914 -8.41401
H: -1.49442 -6.32897 -8.08876
C: -3.09651 -1.41242 -8.18469
C: -2.78268 -2.81305 -7.66338
O: -2.09333 -3.51407 -8.69762
H: -2.17229 -0.88750 -8.41787
H: -3.66744 -0.83594 -7.45447
H: -3.72134 -1.46686 -9.07794
H: -3.66847 -3.32640 -7.27871
H: -2.07365 -2.76345 -6.82913
H: -2.32437 -4.44944 -8.60795
C: -1.77720 -10.34074 -14.61062
C: -1.68573 -9.86600 -13.17833
O: -2.83379 -9.10093 -12.81837
H: -2.41884 -11.21523 -14.70432
H: -0.78507 -10.62300 -14.96866
H: -2.09260 -9.53646 -15.27641
H: -0.80026 -9.24681 -13.01064
H: -1.63969 -10.71326 -12.48865
H: -2.72860 -8.68487 -11.95124
C: -8.79661 -7.77236 -9.11753
C: -8.27059 -6.80645 -8.07309
O: -7.26078 -7.48466 -7.33789
H: -9.72339 -7.44561 -9.59762
H: -8.95417 -8.77766 -8.72191
H: -8.05014 -7.99603 -9.88941
H: -9.05286 -6.56407 -7.34762
H: -8.07839 -5.84417 -8.56209
H: -6.49716 -7.54756 -7.93575
C: -0.93705 -11.48340 -8.50059
C: -1.18190 -9.99215 -8.43935
O: -1.00914 -9.39113 -9.69468
H: -1.17199 -11.99874 -7.56478
H: 0.10296 -11.71347 -8.73890
H: -1.60690 -11.98136 -9.20748
H: -0.55244 -9.52956 -7.67050
H: -2.21331 -9.88834 -8.07688
H: -1.72850 -8.73137 -9.84472
C: 0.32952 -5.78242 -12.99433
C: -0.28784 -6.15908 -11.66811
O: -1.70650 -6.01796 -11.76485
H: -0.04443 -4.81239 -13.32416
H: 0.15147 -6.46790 -13.82522
H: 1.41530 -5.74778 -12.87424
H: 0.08967 -5.46539 -10.91251
H: 0.03139 -7.15107 -11.33687
H: -2.09651 -6.68468 -11.16648
C: -3.98658 -10.30469 -3.98274
C: -4.67857 -9.73137 -5.19046
O: -3.66315 -9.30929 -6.11492
H: -3.38798 -9.59677 -3.41106
H: -3.34921 -11.12561 -4.31595
H: -4.72289 -10.72669 -3.29485
H: -5.26451 -8.84138 -4.93652
H: -5.33765 -10.48470 -5.63018
H: -4.13933 -8.90316 -6.86008
C: -6.69505 -2.32326 -8.16723
C: -6.31862 -3.42548 -9.15130
O: -5.79525 -4.56378 -8.49083
H: -7.39320 -2.62663 -7.38775
H: -7.04794 -1.47115 -8.74346
H: -5.79093 -2.09849 -7.59503
H: -5.62450 -3.03790 -9.90643
H: -7.22402 -3.75318 -9.67469
H: -5.53843 -5.21947 -9.16167
C: -6.75802 -11.20034 -8.49943
C: -5.29942 -11.47288 -8.90114
C: -5.20332 -12.74839 -9.72847
O: -5.65926 -13.88993 -9.03602
C: -5.86173 -15.02135 -9.85796
N: -4.80404 -10.35212 -9.71264
H: -7.03720 -12.05082 -7.87713
H: -7.41320 -11.11704 -9.36424
H: -6.75501 -10.27584 -7.92070
H: -4.67693 -11.57186 -8.00516
H: -4.14060 -12.89787 -9.96896
H: -5.70384 -12.60991 -10.69306
H: -4.95698 -15.24731 -10.42740
H: -6.71573 -14.86145 -10.52228
H: -6.10704 -15.84619 -9.19253
H: -4.98603 -9.51338 -9.18029
H: -3.78971 -10.35231 -9.77928

Cartesian forces (eV/Å) of the 6 atoms listed first:
Cu 0.587 0.056 0.560
Cu 0.469 0.062 -0.045
Cu 0.035 -0.316 -0.523
P -0.089 -0.576 -0.389
O -0.291 -0.256 0.686
O -0.123 -0.710 0.777

Löwdin population analysis, charges in e, atoms 1 to 2:
1 Cu 0.59
2 Cu 0.52



Record 4
Computed, not measured: a 2-piece molecular cluster, C35H49N2O6 overall, with ωB97M-V/def2-TZVPD.

Summary:
HOMO, eV: -11.154
Energy relative to the best compared isomer or geometry (same formula, charge and spin), kcal per mole: 0.0
Total charge: +1
Frontier orbital gap, eV: 8.5755
2S+1: 1

Element x y z (Å)
C: -0.27528 2.84936 1.03732
C: -0.22625 1.99648 0.20801
N: 0.05080 0.92438 -0.66202
C: -1.06544 -0.13508 -0.46568
O: -2.23149 0.55843 -0.27738
C: -3.05528 0.61655 -1.46590
C: -4.00152 1.80208 -1.31128
C: -4.74497 2.07272 -2.60255
O: -3.23243 2.93484 -0.91033
C: -0.55570 -0.95309 0.76162
C: -0.79504 -2.36782 0.43403
C: -0.85958 -3.56557 0.43704
C: -1.14900 -0.61372 2.13075
C: -2.60988 -0.98707 2.31036
C: -3.61373 -0.03765 2.18342
C: -4.93166 -0.38039 2.36198
C: -5.30294 -1.67451 2.66838
C: -4.31696 -2.63026 2.82847
C: -4.63482 -4.06111 3.16161
C: -2.99032 -2.26975 2.65332
C: 1.04979 -0.82467 0.62760
O: 1.55762 -0.60665 1.93232
C: 2.88949 -0.94782 2.11063
O: 3.64089 -0.14319 2.57024
C: 3.31991 -2.32570 1.75706
C: 4.14812 -2.45055 0.65705
C: 4.59008 -3.68756 0.23175
C: 4.18892 -4.82103 0.91843
C: 3.37189 -4.68792 2.02018
C: 2.91935 -3.45868 2.44650
C: 1.41799 0.25827 -0.41933
N: 2.37646 1.14962 0.11464
C: 2.72116 2.28397 -0.76514
C: 4.22399 2.49526 -0.96356
C: 5.04336 1.21226 -1.17578
C: 5.87664 0.85259 0.06040
O: 2.03378 -0.28010 -1.54046
C: 1.27582 -0.75880 -2.65615
C: 0.96712 -2.26826 -2.64895
C: -0.45098 -2.58617 -3.15194
H: -0.37845 3.56539 1.81564
H: 0.05853 1.36815 -1.58906
H: -1.18375 -0.81117 -1.30632
H: -3.59328 -0.32961 -1.50845
H: -2.44912 0.76754 -2.36556
H: -4.66984 1.58131 -0.48134
H: -5.49256 2.83964 -2.42247
H: -4.04180 2.46170 -3.34008
H: -5.23496 1.17417 -2.96421
H: -3.00244 3.42301 -1.70903
H: -0.93617 -4.62065 0.35246
H: -1.09884 0.45752 2.30381
H: -0.60022 -1.11532 2.91952
H: -3.33833 0.98159 1.95206
H: -5.67609 0.39553 2.24570
H: -6.33867 -1.95269 2.78797
H: -3.98656 -4.44530 3.94306
H: -4.43621 -4.66531 2.27408
H: -5.68401 -4.20390 3.39821
H: -2.22130 -3.01830 2.79540
H: 1.33865 -1.83257 0.35224
H: 4.45783 -1.56569 0.11650
H: 5.24023 -3.73335 -0.62644
H: 4.52566 -5.78384 0.56712
H: 3.07579 -5.57595 2.56019
H: 2.26220 -3.34241 3.29484
H: 2.12250 1.44511 1.04776
H: 2.33351 3.19234 -0.29991
H: 2.24777 2.22500 -1.74586
H: 4.32897 3.10372 -1.86136
H: 4.64828 3.08547 -0.15605
H: 5.76027 1.41220 -1.97269
H: 4.43746 0.37429 -1.51040
H: 5.20763 0.55877 0.86565
H: 6.53637 0.02013 -0.17569
H: 6.46364 1.70905 0.37637
H: 1.90948 -0.58080 -3.51933
H: 0.35395 -0.20463 -2.85914
H: 1.18034 -2.72265 -1.68483
H: 1.64044 -2.74401 -3.35684
H: -0.71353 -1.85164 -3.91174
H: -1.18524 -2.61000 -2.35075
H: -0.45597 -3.56637 -3.61676
C: -1.70297 6.06402 -0.03187
C: -0.89298 6.05134 -1.31263
O: 0.30288 5.28421 -1.15174
H: -1.11302 6.47861 0.78637
H: -2.61523 6.65153 -0.13871
H: -1.97720 5.04173 0.24309
H: -0.58936 7.05617 -1.59718
H: -1.48313 5.62989 -2.13570
H: 0.03900 4.39334 -0.90254

Cartesian forces (eV/Å) of the 6 atoms listed first:
C -0.172 -0.153 0.069
C 0.736 -0.362 0.282
N -0.950 1.148 -1.281
C -1.073 0.165 1.079
O 0.286 -0.429 -0.482
C -0.207 0.238 0.571

Löwdin population analysis, charges in e, atoms 1 to 2:
1 C 0.23
2 C -0.08



Computed max |F| (eV/A) in order:
5.63 4.65 1.57 3.28